{"formula": "C6H3IO2", "method": "the ωB97M-V functional and the def2-TZVPD basis", "elements": ["I", "C", "C", "H", "C", "H", "H", "C", "O", "C", "O", "C"], "positions_angstrom": [[2.71, 2.13, 0.27], [0.99, 0.89, 0.28], [-0.18, 1.41, -0.04], [0.50, -2.46, -0.57], [-1.02, -0.97, -0.57], [-1.71, -1.51, -1.22], [-0.32, 2.45, -0.31], [1.04, -0.61, 0.64], [-2.47, 0.71, 0.27], [0.15, -1.48, -0.24], [1.68, -1.00, 1.55], [-1.36, 0.44, -0.06]], "e_tot_ev": -18464.288, "e_lumo_ha": -0.0340, "gap_ev": 8.82, "relative_energy_kcal_mol": 11.3}